(1)
A structure of composition C11H12CrF15O13S3 in a non-equilibrium geometry, computed with the ωB97M-V functional and the def2-TZVPD basis.

Output
DFT total energy = -5141.63347 Ha
gap between HOMO and LUMO (spin up / spin down) = 8.429 / 8.897 eV
expectation value of S² = 3.786
E_HOMO (spin up / spin down) = -0.148 / -0.153 Ha

ORCA input file:
```
! wB97M-V def2-TZVPD RIJCOSX def2/J DEFGRID3
* xyz -2 4
Cr 10.26039 8.10751 -19.22511
C 12.28294 10.32782 -19.45949
O 11.64230 9.79808 -18.27155
O 11.45983 9.52989 -20.25217
C 12.28858 11.91786 -19.63494
F 12.55080 12.32206 -20.91571
F 11.18005 12.50186 -19.18086
F 13.14869 12.49753 -18.85678
C 12.21175 10.20971 -17.04759
C 11.14073 10.92549 -16.18291
H 10.71180 11.70556 -16.81188
H 10.36544 10.22836 -15.86506
H 11.55167 11.26883 -15.23352
H 13.15142 10.76031 -17.09189
H 12.45132 9.28099 -16.52973
H 13.33709 10.05991 -19.38814
C 8.66223 6.62620 -21.37959
O 9.70194 7.50317 -21.81028
O 8.80665 6.79253 -19.97668
C 7.25732 6.75744 -22.08613
F 6.42684 5.72346 -21.69437
F 6.60048 7.90749 -21.82940
F 7.30654 6.62592 -23.42316
C 10.29263 7.22751 -23.11275
C 11.23331 8.33560 -23.57584
H 12.08378 8.44563 -22.90301
H 11.58279 8.26130 -24.60561
H 10.64552 9.23073 -23.77919
H 9.54128 7.14140 -23.89771
H 10.78681 6.27071 -23.28137
H 9.04984 5.64029 -21.63618
C 9.72984 7.08220 -14.67429
F 8.96140 6.33300 -13.82885
F 9.25276 8.31118 -14.62556
F 11.05462 7.16033 -14.23338
S 9.71055 6.26247 -16.46096
O 8.32555 5.86407 -16.65828
O 10.09289 7.34249 -17.41557
O 10.65051 5.12034 -16.48736
C 5.93305 9.17253 -18.80462
F 5.59159 9.81780 -19.93364
F 4.99630 9.49869 -17.88609
F 6.09133 7.81024 -18.95953
S 7.65653 10.03351 -18.20265
O 7.54035 11.44200 -18.51484
O 7.83027 9.72809 -16.78217
O 8.76335 9.37923 -18.93180
C 13.78912 5.30032 -18.85929
F 13.33758 4.52869 -17.90433
F 14.16328 6.45646 -18.27547
F 14.84392 4.64138 -19.45431
S 12.43085 5.67668 -20.14017
O 11.65962 4.42568 -20.38025
O 11.64554 6.75619 -19.44738
O 13.05090 6.13832 -21.36355
*
```

Mulliken population analysis, charges in e, atoms 1 to 2:
1. Cr 0.76
2. C 0.31

---

(2)
A cluster of 2 separate species, C11H12FNO2 in total in a non-equilibrium geometry, computed with the ωB97M-V functional and the def2-TZVPD basis.

Output
DFT total energy = -731.34201 Ha
energy above the lowest of the compared OMol25 structures with the same formula, charge and spin = 15.7 kcal/mol
gap between HOMO and LUMO = 8.487 eV
E_HOMO = -0.296 Ha

ORCA input file:
```
! wB97M-V def2-TZVPD RIJCOSX def2/J DEFGRID3
* xyz 0 1
C -2.65789 1.71817 -1.87917
C -1.96483 1.43308 -0.51923
O -0.79814 0.76011 -0.74176
C -0.76075 -0.57628 -0.60998
O -1.93858 -1.24864 -0.14465
C 0.36759 -1.32904 -0.85487
F 1.41873 -0.82142 -1.52592
H -3.22095 2.58870 -1.69053
H -1.81841 1.74084 -2.52513
H -3.32570 0.89991 -2.16890
H -2.72505 0.82248 0.04069
H -1.69190 2.41826 -0.03930
H -1.66569 -2.12365 -0.16530
H 0.32543 -2.38755 -0.67620
N -0.61037 -2.42766 1.86591
C 0.32290 -1.76995 1.73775
C 1.34758 -0.80153 1.47277
C 1.28338 0.50801 1.92762
C 2.37507 1.35282 1.77632
C 3.59336 0.79810 1.35314
C 3.70952 -0.58816 1.10173
C 2.59507 -1.40062 1.18749
H 0.31575 0.85128 2.18952
H 2.28017 2.38511 1.78951
H 4.43508 1.49748 1.03078
H 4.69666 -1.06454 0.95092
H 2.68291 -2.44350 1.02583
*
```

Mulliken population analysis, charges in e, atoms 1 to 2:
1. C -1.15
2. C -0.28

---

(3)
A structure of composition C11H12GdN2O6 in a non-equilibrium geometry, computed with the ωB97M-V functional and the def2-TZVPD basis.

Output
DFT total energy = -1751.84547 Ha
energy above the lowest of the compared OMol25 structures with the same formula, charge and spin = 4.4 kcal/mol
gap between HOMO and LUMO (spin up / spin down) = 6.281 / 3.253 eV
expectation value of S² = 16.092
E_HOMO (spin up / spin down) = -0.714 / -0.675 Ha

ORCA input file:
```
! wB97M-V def2-TZVPD RIJCOSX def2/J DEFGRID3
* xyz 3 8
O 0.05278 0.04614 -3.35942
C -0.05537 -0.00191 -2.21271
Gd -0.21425 -0.08486 0.37074
O 2.10531 -2.55286 -0.82648
C 1.31522 -1.75558 -0.54942
C -1.46153 1.80914 -0.57420
O -2.10144 2.73626 -0.82487
C -1.96770 -1.55736 -0.53149
O -2.86012 -2.24441 -0.77857
C 1.56737 1.25581 -0.59108
O 2.47773 1.91528 -0.85683
C -2.26469 0.47198 3.68048
N -1.07420 0.15215 4.46019
C -1.10966 0.56179 5.86645
C 0.11482 0.06265 6.56897
C 1.37625 0.34050 5.81117
N 1.24423 -0.05456 4.41360
C 2.48296 0.12793 3.66917
C 0.06625 0.00500 3.77720
O 0.00715 -0.03461 2.47972
H -2.19725 1.43846 3.14309
H -3.10701 0.54542 4.37426
H -2.49260 -0.30931 2.93310
H -1.24275 1.65884 5.91324
H -1.98238 0.09355 6.33392
H -0.00490 -1.02170 6.67878
H 0.17230 0.53435 7.55402
H 2.17587 -0.26312 6.24601
H 1.67861 1.40270 5.86689
H 2.71614 1.20155 3.50570
H 3.29262 -0.28789 4.29389
H 2.43942 -0.37183 2.69209
*
```

Mulliken population analysis, charges in e, atoms 1 to 2:
1. O -0.07
2. C 0.24

---

(4)
The ion C11H12N with charge +1 in a non-equilibrium geometry, computed with the ωB97M-V functional and the def2-TZVPD basis.

Output
DFT total energy = -480.43349 Ha
energy above the lowest of the compared OMol25 structures with the same formula, charge and spin = 259.9 kcal/mol
gap between HOMO and LUMO (spin up / spin down) = 5.809 / 5.727 eV
E_HOMO (spin up / spin down) = -0.440 / -0.437 Ha

ORCA input file:
```
! wB97M-V def2-TZVPD RIJCOSX def2/J DEFGRID3
* xyz 1 1
C 0.82228 1.79125 -0.72274
C 1.37264 0.64170 -1.21593
C -0.60363 -0.88130 -0.51679
C -1.10868 0.05972 1.46004
C 0.27301 0.66908 1.08845
C 0.15037 2.09088 0.32979
C 0.79168 -0.23486 -0.07253
C -0.60972 -1.32090 -1.76437
C -0.65816 3.11007 0.81503
C 1.80122 -1.18127 0.54954
C -0.54234 -2.56300 -2.52709
N -1.56176 -0.54160 0.26567
H -0.84252 -0.53744 2.42290
H -1.75094 0.86393 1.68183
H 1.01333 0.70648 1.85423
H -1.54200 2.97174 0.00836
H -0.34658 4.18673 0.71692
H -1.17117 2.95447 1.71245
H 2.70813 -0.64419 0.55910
H 2.00475 -2.11192 0.01733
H 1.34344 -1.59644 1.35247
H -1.53220 -2.98521 -2.53541
H 0.19035 -3.27876 -1.98391
H -0.20151 -2.16917 -3.49534
*
```

Mulliken population analysis, charges in e, atoms 1 to 2:
1. C 0.58
2. C -0.72